Record 1
Entry from the Open Molecules 2025 dataset: C28H52N8S2Si4Ta as an isolated structure (ωB97M-V/def2-TZVPD).

Structure (XYZ):
```
95
Properties=species:S:1:pos:R:3:forces:R:3:lowdin_charge:R:1
Ta 0.54536 -0.35929 -0.58066 0.050 0.292 -0.506 0.883
N 2.47318 2.42992 2.43553 0.035 -0.022 0.024 0.127
C 1.67640 1.66654 1.68445 -0.099 -0.040 -0.030 -0.770
S 2.46870 0.67514 0.45326 0.092 0.101 -0.077 0.637
N 0.38882 1.70335 1.87647 0.089 0.167 0.180 0.005
N -0.30626 0.88210 1.04519 -0.018 -0.144 -0.029 -0.194
C -1.57509 0.77722 1.29515 -0.023 -0.098 0.114 -0.084
C -2.32882 -0.05991 0.40705 0.033 -0.033 0.155 -0.278
C -3.69569 -0.28905 0.52486 -0.125 -0.028 -0.129 0.020
C -4.32798 -1.08792 -0.40998 0.040 0.052 0.078 -0.002
C -3.57801 -1.64565 -1.44563 -0.012 0.013 -0.037 -0.026
C -2.22636 -1.40447 -1.49701 -0.030 -0.119 -0.021 -0.166
N -1.59811 -0.63220 -0.58374 0.030 -0.039 0.080 -0.098
H 3.47408 2.37303 2.35748 -0.009 0.005 -0.011 0.109
H 2.07831 2.92640 3.21924 -0.003 0.014 0.000 0.127
H -2.01818 1.28463 2.14358 -0.002 0.056 -0.032 0.143
H -4.24272 0.15843 1.34371 -0.001 0.002 -0.001 0.135
H -5.38965 -1.28172 -0.33639 0.000 0.004 0.001 0.133
H -4.03567 -2.27454 -2.19634 -0.008 0.007 0.000 0.134
H -1.59689 -1.85396 -2.25328 -0.030 0.041 -0.021 0.084
C 0.51389 -6.38876 -0.70749 -0.016 0.021 0.006 -0.046
C 1.80207 -5.58734 -0.69419 -0.011 0.001 -0.006 -0.199
N 1.49362 -4.19788 -1.08929 0.093 0.007 -0.215 0.042
C 2.24806 -3.24125 -1.60095 -0.339 -0.273 -0.114 -0.681
S 1.45181 -1.80114 -2.31727 0.308 0.026 0.323 0.574
N 3.55892 -3.25027 -1.69778 0.169 -0.003 0.073 0.039
C 4.55738 -4.23102 -1.22932 0.025 0.009 -0.037 -0.203
C 5.07910 -5.10353 -2.35715 -0.008 -0.010 0.007 -0.056
H 0.71194 -7.41424 -0.40277 0.012 -0.008 0.004 0.098
H 0.07770 -6.41337 -1.70668 0.004 0.000 0.005 0.094
H -0.21350 -5.96687 -0.00842 0.023 -0.013 -0.021 0.062
H 2.52463 -6.00224 -1.39478 -0.024 -0.008 -0.007 0.112
H 2.23965 -5.59759 0.30443 0.023 0.013 0.030 0.112
H 0.50886 -3.97982 -1.08341 -0.031 -0.004 0.001 0.107
H 3.93405 -2.46762 -2.21633 0.009 -0.004 0.006 0.130
H 4.11951 -4.81735 -0.42909 0.004 -0.006 0.020 0.096
H 5.36648 -3.64924 -0.78760 0.007 0.002 -0.022 0.129
H 4.28536 -5.70642 -2.79909 0.002 0.003 -0.004 0.076
H 5.84830 -5.77439 -1.97704 0.000 0.000 0.002 0.094
H 5.52519 -4.49839 -3.14633 -0.001 0.002 0.000 0.088
N 1.74575 -3.39965 2.42114 0.008 0.034 -0.072 0.164
C 1.81019 -2.37464 1.56093 -0.008 -0.072 0.047 -0.186
N 0.67798 -2.17783 0.90632 -0.069 0.105 0.275 -0.035
C -0.19862 -3.16161 1.39563 -0.038 -0.132 -0.018 -0.223
C -1.51811 -3.48527 1.07071 -0.029 -0.019 -0.006 -0.018
C -2.10059 -4.55616 1.71942 -0.016 0.014 0.005 -0.055
C -1.40958 -5.31041 2.68026 0.046 0.034 0.000 -0.048
C -0.10420 -5.01192 3.01055 -0.086 -0.067 -0.009 0.015
C 0.47208 -3.93733 2.34514 0.091 0.055 0.020 -0.191
H 2.48632 -3.68476 3.04324 -0.014 0.004 0.006 0.181
H 2.70403 -1.78553 1.43759 -0.017 -0.014 0.013 0.089
H -2.08259 -2.93694 0.33541 -0.006 0.015 0.012 0.076
H -3.12171 -4.82385 1.48277 0.000 0.004 -0.001 0.119
H -1.90953 -6.13634 3.16655 0.002 -0.003 0.004 0.123
H 0.44060 -5.58562 3.74801 0.002 -0.002 0.007 0.129
C -0.29002 5.39230 0.47929 -0.053 0.003 -0.013 -0.151
Si -1.67408 5.21293 -0.69472 0.030 0.017 -0.006 0.907
C -1.73514 6.18218 -2.23430 -0.004 -0.003 0.047 -0.142
C -3.03000 4.08130 -0.22966 0.035 0.016 -0.028 -0.144
Si 0.30986 1.26937 -2.42849 -0.125 0.004 -0.096 0.465
Si -1.41542 1.13870 -4.07721 -0.038 0.035 0.008 0.344
C -1.33050 2.46884 -5.38802 -0.030 -0.024 0.022 -0.218
C -3.04502 1.37575 -3.13605 0.041 0.007 -0.035 -0.212
C -1.28138 -0.51771 -4.94544 -0.005 0.023 0.015 -0.210
Si 2.09410 2.77704 -2.97797 0.026 -0.012 0.030 0.325
C 1.61288 4.03547 -4.27276 0.028 0.003 0.007 -0.203
C 3.39355 1.59492 -3.62512 -0.015 0.040 -0.045 -0.215
C 2.72635 3.73414 -1.49347 -0.014 -0.010 -0.027 -0.210
H -0.66104 5.93548 1.35825 0.003 -0.001 0.002 0.071
H 0.55215 5.94508 0.06682 -0.006 0.013 0.002 0.050
H 0.03535 4.40959 0.83577 -0.003 -0.003 -0.002 0.033
H -2.02515 7.20745 -1.96224 -0.001 0.002 -0.009 0.075
H -2.46789 5.80655 -2.94709 -0.005 -0.003 0.002 0.055
H -0.75097 6.25810 -2.70079 0.010 0.005 0.006 0.046
H -3.57698 4.52196 0.61300 -0.001 -0.006 -0.002 0.071
H -2.61126 3.13482 0.12547 0.005 -0.002 0.001 0.025
H -3.72999 3.89753 -1.04279 -0.010 0.008 0.001 0.048
H -1.34688 3.47921 -4.97533 0.011 -0.007 -0.001 0.022
H -2.20315 2.36353 -6.03931 -0.008 0.006 0.013 0.052
H -0.44784 2.37196 -6.01977 0.003 -0.014 -0.007 0.033
H -3.36738 2.41408 -3.25492 0.007 -0.005 0.009 0.025
H -2.98666 1.16097 -2.06723 0.005 0.006 -0.017 -0.010
H -3.83564 0.75246 -3.56022 0.004 0.012 -0.016 0.046
H -0.41072 -0.51504 -5.60495 0.001 0.008 -0.004 0.043
H -2.16284 -0.66454 -5.57550 0.006 -0.006 -0.002 0.050
H -1.18309 -1.38389 -4.29277 -0.015 -0.005 0.025 -0.005
H 1.14803 3.59970 -5.15321 0.020 -0.014 -0.021 0.012
H 2.51845 4.55384 -4.60084 -0.006 0.008 0.022 0.053
H 0.93716 4.79556 -3.87361 -0.025 -0.013 -0.008 0.015
H 3.05922 1.06517 -4.52034 -0.002 0.023 0.024 0.040
H 3.65893 0.85287 -2.87229 0.033 -0.046 0.057 0.009
H 4.29786 2.15115 -3.88620 -0.010 -0.008 -0.008 0.050
H 2.00317 4.48128 -1.15924 -0.007 -0.013 -0.003 0.004
H 3.62565 4.27641 -1.79922 -0.008 0.006 -0.003 0.053
H 2.99367 3.10691 -0.64530 -0.002 0.005 -0.014 -0.026
```
Positions in Å, forces in eV/Å.

Calculated values
Orbital gap   5.705 eV
HOMO energy   -14.370 eV
Calculated total energy   -3546.8421 hartree
Energy relative to the best compared isomer or geometry (same formula, charge and spin)   0.0 kJ/mol
Total charge   +3
Largest force on an atom   0.0114 hartree/bohr
E_LUMO   -8.67 eV

Record 2
Entry from the Open Molecules 2025 dataset: a 6-piece molecular cluster, C28H52O8 overall (ωB97M-V/def2-TZVPD).

Structure (XYZ):
```
88
Properties=species:S:1:pos:R:3:forces:R:3:lowdin_charge:R:1
C 0.51810 -1.93278 -3.63780 -0.191 -0.126 -0.026 -0.058
C 0.18286 -0.49604 -3.30637 -0.183 0.085 -0.334 -0.228
O 1.04861 0.14731 -2.35825 -0.072 -0.044 0.212 -0.075
C 2.13708 -0.53086 -1.88793 -0.053 0.065 -0.062 -0.201
C 2.08703 -1.24889 -0.68588 0.200 -0.096 -0.050 -0.127
C 0.89009 -1.42798 0.22801 -0.158 0.040 -0.003 -0.171
C -0.43787 -0.74889 -0.08873 0.107 0.105 0.052 -0.087
C 3.26123 -1.87885 -0.25974 0.024 0.089 0.060 -0.022
C 4.45523 -1.78605 -0.94917 0.011 0.038 -0.184 0.012
C 4.50082 -1.01634 -2.10215 -0.085 0.035 -0.001 -0.084
C 3.34673 -0.39849 -2.57962 0.080 -0.067 0.087 -0.021
C 3.48364 0.40909 -3.82969 0.059 -0.038 -0.034 -0.295
O 2.60299 0.54420 -4.65173 0.027 0.116 0.086 0.118
C 4.81744 1.04646 -4.01414 -0.012 -0.097 0.218 0.068
C 5.93681 0.50193 -3.52631 0.043 0.153 -0.175 -0.092
C 7.29052 1.19288 -3.67326 -0.139 0.062 0.425 -0.302
C 7.13145 2.67834 -3.26675 0.025 -0.107 -0.071 -0.059
C 8.40517 0.55163 -2.83307 0.084 0.149 -0.196 -0.230
C 8.17524 0.65449 -1.32238 -0.127 -0.161 -0.063 -0.084
C 5.77395 -0.83625 -2.85974 -0.064 0.024 -0.081 -0.291
O 6.58656 -1.72769 -2.95791 0.088 0.038 0.106 0.124
H 1.48743 -2.02627 -4.12639 0.023 0.016 0.070 0.081
H 0.48025 -2.58766 -2.76406 0.095 0.066 0.016 0.078
H -0.24218 -2.29320 -4.33548 0.052 0.023 -0.012 0.085
H 0.21147 0.10147 -4.21882 0.094 -0.004 0.059 0.110
H -0.83117 -0.42905 -2.90369 0.072 -0.006 0.082 0.105
H 0.72943 -2.50555 0.33629 0.006 0.006 0.017 0.117
H 1.20666 -1.08643 1.21829 0.042 -0.036 -0.021 0.120
H -0.95425 -1.20174 -0.93509 0.066 0.004 -0.014 0.064
H -1.09393 -0.81687 0.77722 -0.011 -0.033 -0.008 0.059
H -0.29112 0.30958 -0.30078 -0.091 -0.029 -0.018 0.077
H 3.23692 -2.45817 0.65593 -0.030 -0.008 -0.035 0.110
H 5.34953 -2.28041 -0.59206 -0.043 -0.024 -0.018 0.125
H 4.82730 1.97881 -4.56798 -0.027 -0.083 -0.108 0.132
H 7.57638 1.15555 -4.72735 0.048 -0.108 0.015 0.144
H 8.08151 3.06611 -2.89542 -0.005 0.049 -0.120 0.078
H 6.81560 3.30006 -4.10416 -0.049 0.004 0.022 0.075
H 6.39424 2.78244 -2.46906 0.062 0.031 0.016 0.083
H 8.54758 -0.48319 -3.13122 -0.066 -0.032 0.030 0.095
H 9.32868 1.07832 -3.09382 -0.001 -0.045 0.044 0.110
H 8.53103 1.60185 -0.91779 0.017 -0.025 0.020 0.072
H 7.11553 0.58096 -1.05828 0.008 -0.020 -0.037 0.074
H 8.68051 -0.16482 -0.81049 0.071 0.118 0.075 0.077
C -5.03003 1.88486 1.45339 0.123 -0.078 0.030 -0.100
C -3.63339 1.53413 0.97856 -0.073 -0.102 -0.028 -0.322
O -3.05912 0.46356 1.72734 -0.031 0.045 0.021 -0.094
H -5.02664 2.15449 2.50708 -0.009 0.037 0.007 0.068
H -5.44044 2.72024 0.88552 -0.018 -0.002 -0.003 0.078
H -5.70277 1.03127 1.33401 -0.024 0.022 -0.045 0.070
H -2.95913 2.37967 1.10989 0.029 -0.007 0.000 0.111
H -3.64176 1.27454 -0.08647 0.021 0.066 -0.016 0.107
H -3.62944 -0.30452 1.62458 -0.017 0.002 0.037 0.079
C 2.92970 -6.81353 -0.30010 -0.020 0.040 0.082 -0.091
C 3.60799 -5.48010 -0.54958 0.065 -0.044 0.039 -0.319
O 3.95475 -4.81541 0.66324 -0.020 -0.016 0.022 -0.094
H 2.03261 -6.67651 0.30456 -0.012 0.005 -0.023 0.075
H 2.64879 -7.28971 -1.24033 0.013 -0.001 -0.008 0.074
H 3.59538 -7.49191 0.23882 0.013 -0.019 -0.039 0.072
H 2.93823 -4.79990 -1.07555 0.017 0.030 -0.006 0.105
H 4.50088 -5.61298 -1.16899 -0.028 0.017 -0.050 0.113
H 4.56413 -5.37689 1.15217 -0.002 -0.007 0.002 0.084
C -9.74757 2.09663 2.78196 0.118 0.055 -0.145 -0.095
C -8.42725 1.71184 3.42037 -0.018 0.118 0.052 -0.315
O -7.45279 2.75145 3.31697 -0.069 -0.036 0.000 -0.094
H -9.58708 2.35273 1.73344 -0.037 -0.005 -0.003 0.075
H -10.46694 1.28151 2.84478 -0.003 -0.007 0.056 0.068
H -10.18019 2.97006 3.27666 -0.021 -0.031 0.037 0.072
H -7.99346 0.85200 2.91036 0.024 -0.005 0.004 0.108
H -8.57754 1.44028 4.46780 -0.013 -0.074 0.000 0.093
H -7.80005 3.52580 3.76990 0.012 0.017 -0.010 0.080
C 1.65972 3.87113 -0.36946 0.011 -0.040 0.074 -0.085
C 3.06126 3.51429 -0.82663 -0.049 -0.100 -0.028 -0.323
O 3.62192 2.45124 -0.06312 -0.058 0.006 -0.060 -0.082
H 1.66427 4.14943 0.68498 0.008 0.024 -0.008 0.076
H 1.25790 4.70261 -0.95049 0.000 -0.006 -0.015 0.074
H 0.98902 3.01670 -0.48961 -0.007 0.007 -0.051 0.066
H 3.73571 4.36063 -0.69885 0.023 0.000 -0.003 0.110
H 3.05333 3.24673 -1.89008 0.013 0.048 -0.021 0.104
H 3.04668 1.68572 -0.17699 0.078 -0.075 0.025 0.064
C -11.94294 -0.19746 7.56181 -0.041 0.049 -0.066 -0.093
C -10.82233 -0.27948 6.54316 0.003 0.088 0.047 -0.319
O -10.88269 0.77592 5.58618 -0.019 -0.062 0.056 -0.093
H -12.91182 -0.21978 7.06252 0.002 -0.026 0.001 0.075
H -11.89263 -1.02903 8.26576 0.014 0.001 0.006 0.074
H -11.88109 0.73332 8.13065 0.023 -0.021 0.033 0.072
H -10.89424 -1.20201 5.96887 0.016 -0.002 -0.022 0.112
H -9.84895 -0.27183 7.04543 0.003 -0.057 -0.003 0.109
H -10.81108 1.60922 6.06230 -0.032 0.018 -0.019 0.083
```
Positions in Å, forces in eV/Å.

Calculated values
Orbital gap   8.533 eV
HOMO energy   -9.005 eV
Calculated total energy   -1699.9331 hartree
Energy relative to the best compared isomer or geometry (same formula, charge and spin)   0.0 kJ/mol
Total charge   0
SMILES   CCOc1c(CC)ccc2c1C(=O)C=C([C@@H](C)CC)C2=O.CCO.CCO.CCO.CCO.CCO
Largest force on an atom   0.0088 hartree/bohr
E_LUMO   -0.47 eV